Entry 1:
{
  "formula": "C28H28N2O3S",
  "method": "ωB97M-V/def2-TZVPD",
  "spin_multiplicity": 1,
  "total_charge": 0,
  "homo_lumo_gap_ev": 7.473,
  "relative_energy_kj_mol": 2216.2,
  "e_homo_ev": -7.31,
  "elements": ["C", "H", "H", "H", "C", "N", "C", "H", "C", "N", "C", "C", "C", "C", "C", "C", "H", "H", "C", "O", "C", "C", "C", "C", "C", "C", "C", "C", "H", "H", "O", "H", "H", "H", "S", "C", "C", "C", "C", "C", "C", "H", "H", "O", "H", "H", "H", "H", "C", "H", "C", "H", "H", "H", "H", "H", "H", "C", "H", "H", "H", "H"],
  "positions_angstrom": [[-0.46930, 4.22102, -5.69447], [-1.26067, 4.86152, -5.53901], [-0.87467, 3.33649, -6.43615], [0.27743, 4.72877, -6.39410], [0.54482, 3.64874, -4.50804], [-0.57420, 3.24311, -3.34718], [-0.08260, 3.31356, -1.88630], [0.41822, 4.05850, -1.95554], [-1.27114, 2.94011, -1.12933], [-1.93437, 1.83502, -1.39162], [-1.77037, 0.55136, -0.73509], [-1.54040, -0.76425, -1.39368], [-0.91084, -1.72452, -0.73716], [-0.91289, -1.68433, 0.63538], [-0.88874, -0.56385, 1.26391], [-1.35414, 0.71224, 0.78288], [-1.32587, 1.69378, 1.25174], [-0.79454, -0.37281, 2.48316], [-0.46284, -2.96078, 1.15156], [-0.62942, -3.98309, 0.82901], [0.21540, -2.94914, 2.65180], [0.97482, -1.98775, 3.25391], [1.75844, -1.01838, 2.33776], [2.07291, -1.17943, 1.12771], [2.84620, -0.52322, 0.07607], [3.28301, 0.93010, 0.78089], [3.18263, 1.18551, 2.24454], [2.19388, 0.11883, 2.83491], [2.08820, 0.39065, 4.10522], [3.35371, 2.11941, 2.68136], [3.90106, 1.78326, 0.10168], [4.22447, 1.45206, -0.77258], [3.08098, -0.46784, -0.79948], [2.02989, -2.15400, 0.56725], [1.53045, -2.16892, 4.85835], [0.12066, -3.48369, 4.87624], [0.07933, -4.28105, 5.96425], [-1.07234, -5.01892, 6.13947], [-1.59590, -5.48885, 4.77499], [-1.39649, -4.80866, 3.74152], [-0.29559, -3.54654, 3.75772], [-1.87816, -4.93167, 2.91150], [-2.25353, -6.29959, 4.81717], [-1.12244, -5.85887, 7.20909], [-1.91559, -6.70797, 6.93210], [0.53839, -3.85478, 6.92505], [-0.95947, -2.54836, -1.23302], [-1.59501, -0.51179, -2.48030], [-2.48170, 1.69900, -2.84667], [-3.08655, 0.79787, -2.82571], [-1.30619, 1.91823, -3.78756], [-1.69047, 1.93180, -4.80476], [-0.60853, 1.12568, -3.83760], [-3.09441, 2.77497, -2.82857], [-0.90684, 3.25383, -0.09083], [-2.17933, 4.00642, -1.19091], [0.68467, 2.35111, -1.90789], [1.38341, 2.64677, -4.72710], [1.83286, 2.31460, -3.96357], [0.86934, 2.10359, -5.27632], [2.24386, 3.14049, -5.55153], [0.76650, 4.65466, -3.99610]],
  "forces_ev_per_angstrom": [[4.553, -4.272, -3.204], [-1.454, 1.265, 1.350], [0.898, 1.836, 2.015], [-1.040, -0.289, 0.656], [-10.480, 8.864, 4.551], [-0.237, -0.861, -2.665], [-4.011, -13.695, -5.860], [5.591, 9.743, 0.906], [-0.395, 8.778, 4.582], [-2.871, -7.462, -2.359], [3.191, 2.261, 4.267], [-0.920, 7.515, -1.732], [-2.688, 2.913, 1.765], [2.148, -4.282, -2.582], [-2.237, 8.743, 7.344], [-0.500, -3.739, -5.797], [-0.044, -0.655, 0.133], [0.211, -1.545, -3.202], [3.264, 11.113, 9.699], [-2.731, -13.301, -6.407], [-0.146, 4.335, -1.265], [3.729, 1.596, -4.356], [-2.630, -0.307, 7.312], [4.253, -4.610, -14.111], [-2.936, 6.311, 17.589], [-2.049, -5.695, 3.530], [-4.708, -6.205, -3.920], [4.554, 7.843, 5.832], [-0.151, -1.040, -3.861], [0.404, 1.045, 0.665], [2.973, 3.264, -3.816], [-0.582, 0.376, 1.015], [2.021, -0.977, -10.115], [-1.320, -0.109, 1.436], [-2.315, -1.219, -0.138], [8.173, 4.156, 9.287], [-2.385, 0.829, 5.822], [2.879, -3.056, -3.285], [-0.617, -0.546, 7.306], [5.534, 6.574, -0.783], [-9.823, -8.421, -9.132], [-2.400, -1.078, -5.032], [-1.169, -1.280, -0.125], [-4.619, -3.684, -0.988], [3.659, 4.033, 1.425], [-0.141, -1.121, -1.456], [1.050, -5.683, -2.683], [0.064, -1.645, 0.705], [0.370, 4.522, 3.065], [-0.050, 0.201, -0.655], [0.131, 2.034, 0.925], [0.017, 0.886, -0.196], [0.839, -1.331, 0.610], [0.912, -3.029, -0.742], [-1.169, -1.634, -0.519], [2.517, -2.720, -0.277], [-1.309, 2.027, 1.073], [7.653, 5.067, -5.717], [3.403, -2.921, 5.590], [-3.913, -6.534, -4.845], [-1.884, -1.648, 2.231], [0.931, -1.536, -0.858]],
  "nbo_charge": [-0.6005, 0.2230, 0.1830, 0.2003, 0.0027, -0.4698, -0.1996, 0.1838, -0.1569, -0.4850, 0.2599, -0.2714, -0.1449, -0.2772, -0.1204, -0.2612, 0.2324, 0.2395, 0.6649, -0.4908, -0.1992, -0.1324, -0.2982, -0.0520, -0.2904, 0.3822, -0.3587, -0.0579, 0.2029, 0.2232, -0.6529, 0.4853, 0.1641, 0.2029, 0.3058, -0.0611, -0.2897, 0.3093, -0.2777, -0.1200, -0.0927, 0.1963, 0.1939, -0.6482, 0.4692, 0.2223, 0.2139, 0.2136, -0.2274, 0.2254, -0.2751, 0.2113, 0.1741, 0.2236, 0.2335, 0.1373, 0.1295, -0.6012, 0.2129, 0.2095, 0.1792, 0.2020]
}

Entry 2:
{
  "formula": "C4H4N2",
  "method": "ωB97M-V/def2-TZVPD",
  "spin_multiplicity": 1,
  "total_charge": 0,
  "homo_lumo_gap_ev": 11.692,
  "smiles": "N#CCCC#N",
  "relative_energy_kj_mol": 331.2,
  "e_homo_ev": -11.48,
  "elements": ["N", "C", "C", "C", "C", "N", "H", "H", "H", "H"],
  "positions_angstrom": [[2.53316, 2.19984, -0.18679], [1.76289, 1.15754, -0.04984], [0.46046, 0.08528, 0.31002], [-0.54772, -0.42535, -0.72431], [-1.48671, -1.09800, 0.29776], [-2.18079, -1.52644, 1.13150], [0.92687, -0.69718, 0.69029], [-0.14366, 0.87326, 1.00338], [-1.06212, 0.52153, -0.94409], [-0.26239, -1.09048, -1.52794]],
  "forces_ev_per_angstrom": [[-6.935, -9.706, 1.246], [3.905, 7.402, -1.297], [0.297, 7.098, -1.090], [-1.513, 1.182, 2.535], [-0.781, -0.531, -0.075], [1.404, 0.785, -1.645], [2.020, -3.126, 2.717], [1.651, -2.534, -1.124], [-0.208, -0.776, -1.197], [0.160, 0.206, -0.068]],
  "nbo_charge": [-0.3333, 0.2248, -0.3799, -0.4887, 0.2590, -0.2993, 0.2162, 0.2742, 0.2604, 0.2667]
}

Entry 3:
{
  "formula": "C3H2N2O3",
  "method": "ωB97M-V/def2-TZVPD",
  "spin_multiplicity": 1,
  "total_charge": 0,
  "homo_lumo_gap_ev": 10.749,
  "smiles": "O=COc1conn1",
  "relative_energy_kj_mol": 347.9,
  "e_homo_ev": -10.08,
  "elements": ["O", "C", "O", "C", "C", "O", "N", "N", "H", "H"],
  "positions_angstrom": [[-1.95740, 0.83031, 0.19346], [-1.88830, -0.36873, 0.04261], [-0.77757, -1.05018, -0.02854], [0.34810, -0.41832, -0.07398], [0.76039, 0.89116, -0.07115], [2.06410, 0.88126, 0.01492], [2.46913, -0.45350, 0.15556], [1.44630, -1.19866, 0.10494], [-2.74511, -1.00791, -0.16664], [0.28036, 1.89457, -0.17117]],
  "forces_ev_per_angstrom": [[0.079, -1.056, -0.031], [-1.830, 2.164, -0.365], [-1.828, -2.162, -0.406], [3.066, 1.838, 0.915], [-1.815, 0.811, -0.607], [1.031, -0.580, 0.300], [-0.029, -0.457, -0.194], [1.052, 1.077, -0.124], [-0.118, -0.194, 0.350], [0.391, -1.440, 0.163]],
  "nbo_charge": [-0.5692, 0.6410, -0.4367, 0.2716, 0.0707, -0.2701, 0.0973, -0.1975, 0.1379, 0.2551]
}